{
  "formula": "C39H88N3O9",
  "method": "ωB97M-V/def2-TZVPD",
  "elements": ["C", "C", "C", "C", "C", "C", "C", "C", "C", "C", "C", "C", "C", "C", "C", "C", "C", "C", "C", "C", "N", "C", "N", "N", "H", "H", "H", "H", "H", "H", "H", "H", "H", "H", "H", "H", "H", "H", "H", "H", "H", "H", "H", "H", "H", "H", "H", "H", "H", "H", "H", "H", "H", "H", "H", "H", "H", "H", "H", "H", "H", "H", "H", "H", "H", "H", "H", "H", "H", "H", "C", "O", "C", "C", "O", "C", "C", "O", "C", "H", "H", "H", "H", "H", "H", "H", "H", "H", "H", "H", "H", "H", "H", "C", "O", "C", "C", "O", "C", "C", "O", "C", "H", "H", "H", "H", "H", "H", "H", "H", "H", "H", "H", "H", "H", "H", "C", "O", "C", "C", "O", "C", "C", "O", "C", "H", "H", "H", "H", "H", "H", "H", "H", "H", "H", "H", "H", "H", "H"],
  "coordinates": [[-1.796, 7.789, -1.956], [-3.318, 7.564, -2.375], [-4.252, 6.985, -1.224], [-3.616, 5.790, -0.389], [-2.891, 4.677, -1.262], [-3.865, 3.641, -1.973], [-4.570, 4.182, -3.302], [-3.829, 3.758, -4.647], [-2.542, 4.650, -4.972], [-1.653, 4.039, -6.174], [-0.469, 3.119, -5.589], [-0.930, 1.611, -5.321], [-1.321, 1.412, -3.775], [-0.530, 0.244, -3.036], [-0.252, 0.705, -1.523], [-0.830, -0.291, -0.425], [0.254, -1.272, 0.195], [0.982, -0.708, 1.500], [2.543, -1.095, 1.542], [3.061, -0.844, 3.050], [4.477, -0.360, 3.072], [4.673, 0.791, 3.866], [3.864, 1.193, 4.984], [5.751, 1.555, 3.574], [-1.155, 7.167, -2.661], [-1.479, 8.863, -2.123], [-1.553, 7.470, -0.898], [-3.730, 8.596, -2.642], [-3.386, 6.969, -3.344], [-5.219, 6.654, -1.732], [-4.552, 7.826, -0.519], [-2.886, 6.156, 0.407], [-4.468, 5.288, 0.182], [-2.173, 5.101, -2.028], [-2.242, 4.068, -0.543], [-4.668, 3.340, -1.236], [-3.295, 2.709, -2.269], [-4.728, 5.297, -3.321], [-5.606, 3.709, -3.334], [-3.587, 2.657, -4.684], [-4.568, 3.951, -5.494], [-1.842, 4.740, -4.092], [-2.947, 5.663, -5.299], [-1.117, 4.944, -6.619], [-2.283, 3.494, -6.934], [-0.036, 3.586, -4.647], [0.392, 3.078, -6.334], [-0.172, 0.862, -5.697], [-1.903, 1.474, -5.903], [-2.423, 1.138, -3.728], [-1.209, 2.428, -3.281], [-1.236, -0.648, -2.960], [0.395, -0.114, -3.570], [0.868, 0.798, -1.387], [-0.710, 1.726, -1.323], [-1.260, 0.347, 0.417], [-1.705, -0.911, -0.810], [1.048, -1.545, -0.563], [-0.302, -2.226, 0.521], [0.823, 0.415, 1.637], [0.447, -1.184, 2.388], [2.615, -2.193, 1.303], [3.041, -0.419, 0.787], [3.069, -1.879, 3.524], [2.310, -0.148, 3.518], [4.756, -0.095, 2.118], [3.249, 1.951, 4.633], [3.245, 0.444, 5.318], [6.670, 1.101, 3.525], [5.724, 2.567, 3.460], [9.328, -5.417, -1.108], [8.046, -5.040, -1.570], [7.188, -6.164, -1.738], [5.733, -5.719, -1.770], [5.190, -5.492, -0.469], [5.619, -4.303, 0.184], [4.982, -3.046, -0.392], [5.660, -2.640, -1.573], [4.874, -1.770, -2.363], [9.812, -6.096, -1.818], [9.933, -4.514, -1.014], [9.259, -5.890, -0.123], [7.335, -6.881, -0.923], [7.446, -6.640, -2.692], [5.142, -6.536, -2.191], [5.587, -4.852, -2.417], [6.708, -4.233, 0.206], [5.283, -4.405, 1.220], [5.064, -2.224, 0.335], [3.924, -3.235, -0.605], [3.963, -2.274, -2.699], [5.457, -1.492, -3.242], [4.620, -0.864, -1.804], [-4.712, -8.540, 0.584], [-3.865, -7.822, -0.291], [-4.565, -7.335, -1.431], [-3.784, -6.207, -2.089], [-3.964, -4.949, -1.437], [-3.288, -4.793, -0.192], [-1.789, -4.590, -0.351], [-1.136, -5.838, -0.548], [0.148, -5.681, -1.119], [-5.152, -9.405, 0.075], [-4.112, -8.892, 1.424], [-5.504, -7.891, 0.973], [-5.559, -6.975, -1.143], [-4.670, -8.168, -2.137], [-4.182, -6.067, -3.097], [-2.726, -6.450, -2.194], [-3.517, -5.614, 0.490], [-3.705, -3.883, 0.250], [-1.377, -4.143, 0.564], [-1.596, -3.922, -1.197], [0.073, -5.221, -2.109], [0.592, -6.670, -1.231], [0.787, -5.075, -0.469], [-1.806, 4.775, 3.774], [-1.934, 3.692, 4.675], [-1.835, 2.435, 4.017], [-1.506, 1.338, 5.019], [-0.116, 1.280, 5.350], [0.363, 2.313, 6.211], [-0.073, 2.132, 7.658], [-1.401, 2.601, 7.835], [-1.998, 2.079, 9.008], [-2.593, 4.740, 3.012], [-1.904, 5.701, 4.341], [-0.819, 4.764, 3.297], [-1.059, 2.471, 3.243], [-2.805, 2.227, 3.551], [-1.730, 0.377, 4.549], [-2.122, 1.406, 5.917], [0.103, 3.301, 5.829], [1.454, 2.233, 6.177], [0.579, 2.722, 8.316], [-0.001, 1.074, 7.934], [-2.071, 0.989, 8.948], [-3.005, 2.488, 9.086], [-1.427, 2.371, 9.893]],
  "forces_ev_per_a": [[0.2115, -0.3267, -0.8100], [-0.1101, 1.0225, 0.2017], [-0.0180, 0.0306, -0.3525], [-0.2928, -0.2717, -0.1813], [0.1381, -0.7867, 0.3554], [-0.0657, 0.6575, -0.3401], [-0.2444, -0.9512, -0.2948], [-0.1269, 0.8445, -0.1621], [-0.4687, -0.8457, -0.9523], [1.0245, 0.9113, 1.4427], [0.0281, -0.5697, -0.8941], [-1.0224, 0.7969, 0.4006], [0.0126, -0.5595, -1.0082], [-1.0334, 0.3508, 1.0162], [0.0525, -0.4517, 0.0547], [0.1136, 0.1993, 0.4660], [-0.3855, -0.2436, 0.4783], [-0.2742, -0.3643, 0.2210], [-1.3967, 0.5647, 0.9002], [-0.7901, -2.2508, -1.1023], [-1.1070, 3.8574, 1.7289], [-0.3451, -1.2444, -0.2141], [0.1109, -0.7345, -2.3781], [0.4100, -0.3153, -0.3728], [-0.5630, 0.7115, 0.9908], [-0.4116, -1.2342, 0.3954], [-0.3789, 0.4578, -1.1970], [0.3637, -1.3654, 0.2839], [0.1451, 0.5319, 1.4452], [1.1827, 0.2738, 0.8059], [0.4861, -1.0265, -0.7890], [-0.9161, -0.2286, -1.1367], [1.0873, 0.5560, -0.6366], [-0.8920, -0.2329, 0.9320], [-0.7382, 0.7484, -0.8246], [0.8839, 0.2758, -0.7113], [-0.6010, 1.0160, 0.4816], [0.2507, -1.1673, 0.1913], [1.1942, 0.6383, -0.0169], [-0.2532, 1.1443, 0.2675], [0.9345, -0.3276, 0.9262], [-0.9225, 0.1500, -0.7787], [0.7291, -1.0976, 0.6336], [-0.8766, -1.2456, 0.1107], [0.7658, 0.6490, 0.7238], [-0.5992, -0.5270, -1.0865], [-1.1324, 0.2133, 0.7677], [-0.8228, 0.8041, 0.5876], [1.4493, -0.0677, 0.4520], [1.3300, 0.4386, 0.0892], [0.0185, -1.3822, -0.3198], [0.9963, 1.0034, -0.3087], [-0.8805, 0.6664, 0.5313], [-1.1274, 0.0323, 0.0528], [0.5987, -1.2107, -0.4625], [0.4963, -0.8847, -0.8743], [1.1389, 0.8725, 0.2204], [-1.0038, 0.2252, 0.6250], [1.0804, 1.2788, -0.6425], [0.4178, -1.3251, -0.3853], [0.8260, 0.6028, -0.9286], [0.2844, 1.3149, -0.0411], [-0.1552, -0.9431, 0.7078], [-0.3439, 1.5681, -0.1946], [1.1289, -0.6485, -0.1699], [0.4896, -0.5792, 0.5781], [0.4489, -0.0699, 0.7175], [0.1589, 0.2451, -0.4097], [-0.7634, 0.2661, -0.6113], [-0.0598, -0.4334, 0.8716], [-0.1118, 0.1278, -0.1240], [-0.0554, -0.0407, 0.2947], [0.0240, 0.5134, -0.2721], [0.0840, -0.3253, 0.0902], [0.1056, 0.3044, -0.0156], [-0.3249, -0.1583, 0.0099], [0.6698, 0.0181, -0.3005], [-0.2633, -0.0768, -0.0013], [0.2672, -0.2097, 0.0222], [0.0525, -0.0524, 0.0993], [-0.0902, -0.0292, -0.0788], [0.0625, -0.1213, -0.0386], [-0.0592, -0.0364, -0.0108], [-0.0917, -0.2059, 0.0338], [0.0199, -0.0094, 0.1254], [0.2289, 0.0480, 0.0518], [0.0009, 0.1675, -0.1996], [-0.0757, -0.0387, -0.0517], [-0.1446, -0.0065, 0.1818], [-0.0711, -0.0406, 0.0406], [-0.1197, 0.0926, 0.0409], [0.0255, -0.0192, 0.1103], [-0.1350, 0.1107, -0.0094], [0.2029, 0.0283, -0.0906], [-0.1562, 0.1981, 0.1329], [0.5638, -0.1559, 0.0823], [-0.3372, 0.0250, -0.0191], [0.2026, -0.1201, 0.1456], [-0.0123, 0.2651, -0.2258], [-0.0377, -0.6098, 0.2655], [0.0210, 0.1421, -0.2443], [-0.2649, -0.1943, 0.1103], [-0.1026, 0.0150, 0.0673], [0.0285, 0.0227, -0.1159], [-0.1063, -0.0797, -0.0434], [-0.0126, 0.0391, -0.0559], [-0.1726, 0.0725, -0.1304], [-0.0660, 0.0560, 0.0840], [-0.0347, -0.1455, 0.1949], [0.2228, -0.1106, -0.0571], [0.0156, 0.0135, -0.1025], [-0.0764, 0.1833, 0.0099], [-0.0415, 0.0758, -0.0393], [0.0908, 0.1261, -0.0078], [-0.0625, 0.0453, 0.0814], [0.1325, 0.1001, -0.0360], [-0.1457, -0.0518, 0.1839], [0.3595, -0.0507, -0.0945], [-0.3222, 0.2138, 0.5586], [0.0008, -0.0500, -0.3480], [0.1389, 0.1528, 0.0044], [-0.0501, -0.2694, 0.1089], [-0.3223, 0.5690, -0.0268], [0.0529, -0.2745, -0.1813], [-0.0313, 0.1444, -0.1470], [0.0829, 0.0467, -0.0877], [-0.0441, -0.1186, 0.0157], [-0.0328, -0.0051, -0.1372], [0.0208, -0.0609, -0.0469], [0.0675, -0.1712, -0.1694], [0.1053, 0.0320, -0.0206], [0.0307, 0.2440, -0.0399], [-0.2051, 0.0017, 0.1402], [-0.0065, -0.0726, 0.0912], [0.1990, -0.1446, -0.0067], [0.0672, -0.0618, -0.0295], [0.0635, -0.0497, 0.1119], [0.1059, 0.0483, -0.0588], [0.0045, -0.0828, 0.1091]],
  "homo_lumo_gap_ev": 6.287,
  "e_tot_ev": -64753.443,
  "e_above_lowest_kcal_mol": 122.0,
  "e_lumo_ev": -4.32,
  "charge": 1
}